1.
Molecular formula: C3H11NO2
Method: DFT, the ωB97M-V functional and the def2-TZVPD basis

- orbital gap (eV) = 8.8
- total charge = 0
- multiplicity = 1

```
17
Properties=species:S:1:pos:R:3:forces:R:3
C 0.187 -2.373 0.704 -0.040 -0.713 0.548
H 0.050 1.497 0.919 0.041 0.592 0.361
H -0.994 0.709 -2.296 -0.746 0.411 -0.075
H 1.043 2.981 0.284 -0.127 -0.295 -0.305
C -0.573 -0.565 -0.840 -0.569 -0.052 -1.509
H -1.621 -0.660 -0.549 0.184 -0.263 0.341
H 0.166 1.275 -1.220 0.671 0.816 0.445
H 0.822 -2.099 1.543 0.037 -0.121 0.159
C 0.408 -1.444 -0.398 -0.079 0.881 -0.667
H 0.416 -3.385 0.400 0.072 -0.300 -0.023
O -0.206 0.765 1.695 -0.180 -0.138 0.195
H 0.191 -0.361 0.218 0.738 0.444 0.911
H -0.843 -2.310 1.022 -0.280 -0.107 0.265
H 1.321 -1.453 -1.005 -0.151 0.400 0.649
N -0.245 0.440 -1.699 0.184 -0.815 -0.529
H -0.503 1.278 2.468 0.215 -0.483 -0.658
O 0.360 2.386 -0.053 0.031 -0.257 -0.109
```
Forces are in eV/Å.



2.
Molecular formula: C37H30AuN2O4P2
Method: DFT, the ωB97M-V functional and the def2-TZVPD basis

- orbital gap (eV) = 6.8
- total charge = +1
- multiplicity = 1

```
76
Properties=species:S:1:pos:R:3:forces:R:3
H 3.609 -0.629 2.534 -0.008 -0.018 -0.010
H 2.223 2.251 1.294 0.015 0.053 -0.042
H 1.447 5.936 3.314 0.001 0.006 0.003
H 2.835 3.914 3.004 -0.001 -0.001 0.009
C -3.595 -3.789 -2.838 -0.001 -0.014 0.022
H 2.338 -6.321 0.103 0.003 -0.001 0.001
C -3.641 -1.407 -3.175 -0.004 -0.001 0.003
C 0.665 -5.804 1.340 0.000 -0.009 0.003
C 1.183 1.371 -3.045 -0.073 -0.103 0.058
C -0.396 -4.928 1.541 -0.002 0.003 -0.004
C 1.454 0.689 5.470 -0.006 0.018 0.000
C -2.335 -3.690 -2.270 -0.003 0.012 -0.017
C 1.530 1.150 -4.352 -0.010 0.046 -0.039
P 0.176 2.209 -0.711 -0.383 0.118 -0.372
C 0.869 0.391 4.252 0.039 0.084 -0.024
C 1.203 2.578 -2.168 0.023 0.040 0.015
H 4.682 -0.059 4.727 0.000 -0.011 0.003
C 0.247 -3.718 -0.432 0.100 -0.066 -0.124
C -3.252 2.587 -2.900 0.008 -0.004 -0.012
O 1.493 -1.236 1.132 1.458 -0.548 0.315
C 1.514 -5.639 0.258 0.012 0.014 0.005
C 1.633 3.156 1.405 -0.050 -0.076 0.054
O 4.617 0.529 7.043 -0.130 0.070 -0.038
H -5.273 2.460 -2.200 -0.004 -0.002 0.000
H -5.231 -2.733 -3.731 -0.003 0.001 0.000
C -2.381 -1.299 -2.608 -0.001 -0.006 0.002
C 1.475 -0.251 -4.582 0.029 -0.074 0.015
H -4.069 -4.758 -2.927 -0.002 -0.002 0.002
C 1.970 4.082 2.376 -0.002 -0.020 0.018
C -3.864 2.246 -0.597 -0.002 -0.002 0.000
N 0.903 0.146 -2.475 -0.051 -0.310 0.037
H -1.435 -3.202 0.816 0.010 0.016 0.002
H -1.158 2.661 -3.328 0.000 -0.001 -0.007
C 3.021 -0.252 3.360 0.017 -0.073 -0.029
C -4.247 -2.650 -3.290 -0.011 0.006 -0.010
C 1.094 -0.847 -3.408 0.143 0.057 -0.021
C 0.514 3.372 0.600 0.199 -0.153 0.098
C 3.620 0.056 4.569 -0.013 -0.002 0.046
H 0.838 3.486 -2.651 0.002 -0.019 -0.016
C -1.722 -2.442 -2.155 0.042 -0.088 -0.036
H -0.536 6.314 1.892 0.000 0.004 0.002
H 1.834 1.904 -5.060 0.012 0.009 -0.005
C 1.312 -4.591 -0.629 -0.024 -0.012 0.003
O -0.045 0.239 1.523 -0.266 -0.013 -0.177
C 1.187 5.216 2.550 -0.015 0.000 -0.017
H 2.074 -2.590 -2.632 0.003 0.020 0.021
Au 0.210 -0.143 -0.632 0.413 1.356 -0.220
H 0.879 1.054 6.308 0.000 -0.006 0.001
H -3.535 2.733 -3.934 0.000 0.001 -0.004
P -0.044 -2.319 -1.504 -0.448 -0.008 0.393
C -4.226 2.432 -1.925 -0.011 -0.002 0.005
H -1.918 -0.323 -2.525 0.003 0.010 0.001
C 1.023 -0.394 1.891 -0.598 -0.396 -0.166
H -1.056 -5.059 2.388 -0.004 -0.003 0.001
N 3.453 0.841 6.897 0.049 -0.022 0.109
H -1.834 -4.580 -1.913 0.006 -0.001 -0.004
C 1.077 -2.269 -2.943 -0.159 -0.029 -0.025
C -0.608 -3.886 0.658 -0.001 0.004 0.019
C -2.526 2.218 -0.243 -0.008 0.018 0.009
H -4.148 -0.518 -3.523 -0.004 0.004 -0.003
H 1.756 -0.762 -5.489 -0.050 -0.002 -0.023
C -1.543 2.386 -1.222 -0.050 0.042 0.149
H 0.706 -2.960 -3.701 0.038 0.005 -0.012
H 1.986 -4.466 -1.467 -0.007 -0.006 -0.010
O 2.763 1.392 7.730 0.073 -0.051 -0.083
H 0.828 -6.619 2.033 -0.001 -0.003 0.002
C 0.071 5.429 1.752 0.020 -0.013 0.007
H -1.139 4.682 0.149 -0.009 -0.015 -0.001
H -4.624 2.125 0.163 -0.005 -0.003 0.002
H -2.242 2.073 0.793 0.009 -0.030 0.006
C -0.271 4.510 0.773 0.013 0.032 -0.005
C 2.820 0.517 5.599 0.017 0.006 -0.020
H -0.194 0.526 4.103 -0.004 0.001 0.015
C 1.651 -0.083 3.203 -0.337 0.163 0.128
C -1.908 2.559 -2.555 0.006 0.015 -0.008
H 2.211 2.793 -1.799 -0.007 -0.016 0.003
```
Forces are in eV/Å.



3.
Molecular formula: C2H6N4S
Method: DFT, the ωB97M-V functional and the def2-TZVPD basis

- SMILES string = C[C@]1(S)N=NNN1
- orbital gap (eV) = 9.9
- total charge = 0
- multiplicity = 1

```
13
Properties=species:S:1:pos:R:3:forces:R:3
H 1.009 1.988 0.959 0.238 0.255 -0.711
H 0.718 -1.764 0.876 -0.884 -0.760 0.784
H 0.154 -0.059 -1.958 -1.490 0.182 -0.719
H -2.583 -0.680 -1.288 0.631 -0.266 0.092
H 2.006 -0.899 0.308 1.248 -0.257 -0.285
N -1.045 0.699 0.945 0.596 -1.170 -2.945
N -0.333 -0.500 -1.179 -1.025 0.053 1.086
N -2.032 0.496 0.242 1.209 -0.713 0.116
N -1.819 -0.089 -0.972 1.161 1.200 -0.421
C 0.306 0.106 -0.085 -1.431 1.511 3.294
S 1.178 1.749 -0.376 -0.479 -0.863 0.694
C 1.099 -0.776 0.853 -0.308 -0.677 -4.680
H 1.342 -0.272 1.677 0.534 1.504 3.695
```
Forces are in eV/Å.



4.
Molecular formula: C7H14N2O
Method: DFT, the ωB97M-V functional and the def2-TZVPD basis

- orbital gap (eV) = 8.3
- total charge = 0
- multiplicity = 1

```
24
Properties=species:S:1:pos:R:3:forces:R:3
H -3.131 1.050 1.479 0.118 -0.076 0.051
C 0.379 1.576 -0.253 -0.509 -0.325 0.110
H 2.482 -1.064 0.438 0.125 -0.208 -0.051
H -1.204 -1.299 -1.984 0.172 -0.049 0.241
O -0.682 -1.228 1.133 -0.607 0.170 -0.169
H 0.389 -2.445 -0.194 0.217 0.315 -0.006
C 0.890 0.147 -0.399 0.610 -2.471 -0.519
H -0.435 1.794 -0.944 -0.179 -0.013 0.157
H 2.796 0.663 0.509 0.091 0.120 -0.005
C 1.350 -0.060 -1.835 0.156 0.083 0.146
H 0.497 -0.069 -2.523 0.082 0.087 -0.016
C -0.183 -1.521 -0.134 1.518 3.901 -0.324
N -1.289 -1.391 -0.982 -0.688 -1.609 -0.504
H -2.842 -0.333 2.565 0.096 0.101 -0.105
H 1.889 -1.004 -1.950 -0.011 -0.022 -0.029
H 1.641 -0.076 1.614 -0.070 0.049 0.192
C 2.017 -0.096 0.595 -0.172 0.071 -0.226
H 0.093 1.803 0.772 -0.284 0.008 0.057
H 2.023 0.746 -2.155 -0.063 -0.078 -0.050
N -2.160 -0.519 -0.405 0.944 1.610 1.439
H 1.175 2.293 -0.492 0.205 -0.264 -0.062
H -1.646 0.966 2.467 -0.036 0.066 0.036
C -2.367 0.389 1.890 0.020 0.045 0.005
C -1.682 -0.322 0.788 -1.736 -1.512 -0.368
```
Forces are in eV/Å.



5.
Molecular formula: C3H5N3O
Method: DFT, the ωB97M-V functional and the def2-TZVPD basis

- SMILES string = c1cn[nH]c1.N=O
- orbital gap (alpha / beta) (eV) = 8.1 / 8.1
- total charge = 0
- multiplicity = 1

```
12
Properties=species:S:1:pos:R:3:forces:R:3
C -1.012 -0.211 -0.613 0.819 1.266 -1.003
C -0.270 0.954 -0.345 -1.624 0.226 -0.802
H -1.513 -0.270 -1.541 -0.765 -0.777 -0.448
N 2.137 0.668 -0.078 1.426 -2.419 -4.374
H 0.414 -0.742 2.060 0.863 0.378 0.696
N 0.396 0.837 0.742 0.161 0.720 3.194
N 0.204 -0.380 1.161 -1.920 -2.825 0.365
C -0.628 -1.098 0.351 0.368 2.621 -0.472
O 2.587 -0.458 0.139 0.255 1.362 0.754
H 2.567 1.445 0.359 1.234 0.987 2.287
H -0.886 -2.093 0.430 -0.288 -1.822 0.699
H -0.050 1.864 -0.850 -0.529 0.284 -0.896
```
Forces are in eV/Å.



6.
Molecular formula: C19H16NO7
Method: DFT, the ωB97M-V functional and the def2-TZVPD basis

- orbital gap (eV) = 5.4
- total charge = -1
- multiplicity = 1

```
43
Properties=species:S:1:pos:R:3:forces:R:3
O 7.808 -1.678 -0.301 -0.133 -0.500 -0.086
C -3.044 -0.701 -0.991 1.504 -1.948 -0.333
H 3.427 0.172 -0.628 -0.099 0.198 0.020
C -5.909 1.316 -1.933 0.361 -0.339 0.446
O 1.694 -1.658 -1.119 -1.557 0.262 -0.093
O -3.163 1.623 1.731 -1.308 0.135 -1.405
H 0.262 3.698 2.614 0.048 0.132 -0.065
C 5.639 -2.382 -0.681 1.292 -0.239 0.130
H -2.511 1.930 -2.230 0.163 -0.031 0.041
C 2.903 -1.885 -0.989 -0.250 0.090 0.024
C 3.822 -0.826 -0.714 0.705 -0.126 0.074
O -2.557 -1.802 -1.175 -1.532 1.178 -0.601
H 0.957 2.489 4.639 0.099 0.047 0.078
O 7.466 -3.798 -0.639 0.030 0.499 0.072
H -0.287 -1.179 2.870 0.016 -0.256 0.008
C 0.152 2.626 2.665 0.034 0.162 -0.157
C -0.600 0.560 1.669 0.258 0.437 0.414
H -6.085 0.972 -2.950 0.131 -0.002 -0.044
H -0.773 -1.015 0.175 0.203 -0.313 -0.192
H -3.831 3.086 -2.403 -0.084 0.023 0.084
H 2.744 -4.011 -1.306 -0.138 -0.127 -0.037
H -0.713 2.468 0.722 -0.070 0.164 -0.171
C 0.547 1.947 3.800 0.053 0.041 0.249
O -4.325 1.714 -0.207 0.384 -1.189 -0.119
C -3.561 2.036 -2.489 0.085 -0.233 0.321
C -0.158 -0.112 2.810 -0.231 -0.200 -0.576
C -2.493 0.134 0.078 -0.206 0.576 -0.206
C -0.402 1.940 1.607 -0.090 -0.306 -0.148
H 5.175 -4.431 -1.028 0.051 -0.099 -0.011
O -4.083 -0.214 -1.737 0.149 0.568 1.114
H 5.850 -0.287 -0.358 0.092 0.073 0.022
C -1.284 -0.164 0.593 -0.318 0.142 0.016
N 7.058 -2.635 -0.531 -0.797 0.146 -0.070
C 5.151 -1.083 -0.566 0.101 0.567 0.083
C 0.403 0.576 3.864 0.049 0.031 0.232
C -4.429 1.186 -1.557 -0.412 0.605 -0.924
H -6.236 2.348 -1.832 0.112 0.052 -0.012
H -6.494 0.702 -1.252 -0.064 -0.040 0.025
H 0.718 0.046 4.750 0.038 -0.112 0.062
H -3.690 1.722 -3.522 -0.058 -0.109 0.006
C 4.767 -3.435 -0.947 -0.081 -0.530 -0.093
C 3.432 -3.208 -1.101 0.649 -0.133 0.071
C -3.345 1.209 0.601 0.821 0.702 1.753
```
Forces are in eV/Å.



Values for maximum force, eV/Å, ordered as above
1.61 1.59 4.74 4.20 5.20 2.48
Values for electronic energy, a.u., ordered as above
-326.005830 -2656.549248 -696.877708 -459.781443 -356.641406 -1315.048064